No. 1
# C3H9N4

2 unconnected molecules or ions with the total composition C3H9N4 (ωB97M-V/def2-TZVPD, the OMol25 dataset).

```
16
Properties=species:S:1:pos:R:3:mulliken_charge:R:1
C 0.5748 1.3776 2.2508 -0.239
C -0.8316 -0.7572 -1.3351 -0.489
N 1.3388 -0.7124 0.4517 -0.405
N 1.2050 0.2462 -0.5578 -0.104
H -0.3481 1.8692 2.5796 0.303
N -1.0088 -0.1120 -0.0136 -0.306
H 0.9197 0.4722 2.7958 0.292
N 0.2344 0.1936 0.4668 0.264
H 0.5218 0.7150 -2.2878 0.331
C 0.5821 -0.1885 -1.8053 -0.389
H -1.5310 -0.6452 -2.1984 0.321
H 1.3673 1.9949 1.7030 0.277
H -0.7202 -1.9444 -1.0546 0.277
H -1.6565 -0.5745 0.5717 0.278
H 1.1776 -0.9142 -2.4342 0.305
H 1.0282 -1.7459 0.2627 0.286
```

HOMO level = -13.93 eV
Net charge = +1
Frontier orbital gap = 8.4 eV
E_LUMO = -5.5 eV
Energy relative to the best compared isomer or geometry (same formula, charge and spin) = 195.7 kcal per mole

=====

No. 2
# C3H9N4

A gas-phase ion, C3H9N4 (charge +1) (ωB97M-V/def2-TZVPD, the OMol25 dataset).

```
16
Properties=species:S:1:pos:R:3:mulliken_spin:R:1
H -0.2647 2.7734 0.0419 0.035
H -1.4248 -2.3023 -0.2051 -0.011
H -1.3272 -0.9129 -1.1609 -0.020
H -0.9050 1.6431 -1.2830 0.064
H -1.1529 0.9538 1.6534 0.009
H 2.3310 -1.2264 0.9516 -0.001
N -0.2803 -0.6484 0.6405 0.115
H 3.1074 0.0106 0.1231 -0.026
N 2.3434 -0.5953 0.2309 0.329
N -0.7123 -1.5243 -0.5050 0.106
N 0.9583 1.2465 -0.3046 0.750
C -0.4919 1.6316 -0.2400 -0.025
H -2.2054 0.2555 0.2123 -0.004
H -0.0235 -2.0104 -0.9707 -0.006
C 1.2095 0.1664 0.2190 0.693
C -1.1616 0.5390 0.5966 -0.008
```

Expectation value of S² = 2.009
2S+1 = 3
HOMO level (alpha / beta) = -9.10 / -14.28 eV
Net charge = +1
Frontier orbital gap (alpha / beta) = 5.6 / 7.3 eV
E_LUMO (alpha / beta) = -3.5 / -7.0 eV
Energy relative to the best compared isomer or geometry (same formula, charge and spin) = 102.8 kcal per mole

=====

No. 3
# C3H9N4O3

A gas-phase ion, C3H9N4O3 (charge +1) (ωB97M-V/def2-TZVPD, the OMol25 dataset).

```
19
Properties=species:S:1:pos:R:3:mulliken_spin:R:1
H -0.4703 0.9250 1.2631 0.000
H 1.3737 -1.9243 -0.9481 0.000
O 2.9500 -0.1161 -0.4999 0.499
C -1.3964 0.6900 -0.4408 -0.003
N 1.9519 0.4670 -0.2729 0.473
H -2.0135 0.0308 -2.2521 0.000
C 1.0840 -1.1646 1.6169 0.029
H 2.2389 -1.2283 1.6534 0.000
H -2.6781 2.1498 -0.9437 0.000
C 0.6510 -0.5088 0.2938 0.240
N -1.5896 -0.1939 -1.4511 0.012
H -0.9177 -0.8827 -1.4908 0.000
N -0.4744 0.3688 0.4338 -0.002
H 0.6741 -2.2405 1.5416 0.011
H -2.2239 2.4115 0.6008 0.000
O 0.6097 -1.3649 -0.7866 0.079
N -2.0901 1.7856 -0.2180 0.010
O 1.5734 1.5609 -0.6031 0.651
H 0.7473 -0.7654 2.5037 0.003
```

Expectation value of S² = 2.008
2S+1 = 3
HOMO level (alpha / beta) = -10.15 / -13.77 eV
Net charge = +1
Frontier orbital gap (alpha / beta) = 6.8 / 7.0 eV
E_LUMO (alpha / beta) = -3.4 / -6.8 eV

=====

No. 4
# C3H9N4O9

4 unconnected molecules or ions with the total composition C3H9N4O9 (ωB97M-V/def2-TZVPD, the OMol25 dataset).

```
25
Properties=species:S:1:pos:R:3:mulliken_charge:R:1
O 0.0403 -2.7772 4.1913 -0.599
N -3.3120 -1.7259 -0.6888 0.949
H 1.7054 -1.2602 3.3378 0.334
O 4.4238 1.8189 -1.9909 -0.561
O -0.2371 1.0326 -0.5710 -0.621
O 3.1402 1.8373 -3.7194 -0.546
N -0.5649 1.3814 0.5964 0.943
O -4.4157 -1.9815 -1.1469 -0.612
H 0.4689 -0.1967 2.7667 0.252
H -2.2526 -1.7484 -2.5035 0.300
H 1.0716 -1.4195 1.6461 0.256
H 1.2930 2.0279 -2.2114 0.275
H -1.3514 -1.1572 -1.0255 0.239
C 2.1712 2.3795 -1.6854 -0.573
H 2.2271 3.4608 -1.6357 0.268
N -0.2192 -2.1155 3.1922 0.915
N 3.3404 1.9601 -2.5247 0.897
C 0.8380 -1.2199 2.6843 -0.712
O -1.2702 -2.1077 2.6058 -0.472
O -1.1731 0.5715 1.3372 -0.586
H 2.1605 1.8819 -0.7239 0.223
O -0.2682 2.5187 1.0098 -0.678
O -2.9753 -1.8725 0.4587 -0.474
C -2.2713 -1.1557 -1.5948 -0.671
H -2.5695 -0.1326 -1.8044 0.255
```

HOMO level = -5.46 eV
Net charge = -1
Frontier orbital gap = 8.3 eV
E_LUMO = 2.8 eV
Energy relative to the best compared isomer or geometry (same formula, charge and spin) = 0.0 kcal per mole

=====

No. 5
# C3H9N4S

2 unconnected molecules or ions with the total composition C3H9N4S (ωB97M-V/def2-TZVPD, the OMol25 dataset).

```
17
Properties=species:S:1:pos:R:3:mulliken_charge:R:1
C -1.9594 -0.5809 -3.3786 -0.326
N -0.7198 -0.4191 -1.3380 -0.307
N 1.4423 0.4662 0.3783 -0.153
H -1.5206 -0.2848 -4.3600 0.238
H 0.7451 -2.8656 0.1888 0.188
N -1.3256 -0.4796 -2.2822 0.191
H 2.1466 0.3716 -0.3022 0.133
H 1.1020 1.6484 2.0584 0.324
S 1.9472 -2.0535 0.2010 -0.226
H -0.1726 -1.8152 1.8592 0.157
N 0.0891 -0.8987 1.6077 -0.322
C 0.9161 1.7018 0.9501 -0.949
H -2.9813 -0.5517 -3.2136 0.249
H -0.0945 1.7986 0.4561 0.346
H 1.4604 2.5884 0.8201 0.349
C 1.0152 -0.7159 0.7401 0.838
H -0.4580 -0.2255 2.1952 0.271
```

HOMO level = -11.91 eV
Net charge = +1
Frontier orbital gap = 8.4 eV
E_LUMO = -3.5 eV
Energy relative to the best compared isomer or geometry (same formula, charge and spin) = 63.4 kcal per mole

=====

No. 6
# C3H9N4S

A gas-phase ion, C3H9N4S (charge +1) (ωB97M-V/def2-TZVPD, the OMol25 dataset).

```
17
Properties=species:S:1:pos:R:3:mulliken_charge:R:1
H 0.6020 0.7653 0.9167 0.397
H 3.0102 -0.1854 0.6287 0.336
H 2.2682 -1.4616 -0.3891 0.378
H 2.1811 -1.5946 1.2749 0.366
N -0.3235 2.2487 -0.2691 -0.635
H -1.3745 -1.9649 -1.3340 0.243
H -2.2804 1.7765 0.2398 0.166
C -1.5293 0.1027 -0.0832 0.294
C 2.1295 -0.8841 0.4899 -1.342
S -2.8704 -0.7213 0.2479 -0.306
H 0.2919 -2.4828 -0.7574 0.218
N -0.4933 -1.8252 -0.8475 -0.702
C 0.7373 -0.2072 0.4538 0.583
N -0.2906 -0.6495 -0.2167 0.501
H -0.5378 2.9661 -1.0170 0.280
H -0.1111 2.6817 0.6352 0.266
N -1.4092 1.4355 0.0270 -0.043
```

SMILES string = C/C=[N+](\N)C(=S)NN
HOMO level = -13.23 eV
Net charge = +1
Frontier orbital gap = 8.5 eV
E_LUMO = -4.7 eV
Energy relative to the best compared isomer or geometry (same formula, charge and spin) = 78.4 kcal per mole

=====

Number 1: electronic energy -9203.1337 eV. Number 2: electronic energy -9202.7527 eV. Number 3: electronic energy -15346.5506 eV. Number 4: electronic energy -27635.2062 eV. Number 5: electronic energy -20043.6204 eV. Number 6: electronic energy -20042.9697 eV.